146
Properties=species:S:1:pos:R:3:forces:R:3 method="wB97M-V/def2-TZVPD" homo_lumo_gap_ev=6.04 fmax_ev_per_a=3.86 smiles="[H]/N=C(/C)Cc1cc(C/C(C)=N/[H])cc2c1C(=O)C(COc1cc(C)ccc1C(C)C)=C(C(F)(F)C(F)(F)C(F)(F)C(F)(F)C(F)(F)C(F)(F)C(F)(F)C(F)(F)F)C2=O.c1cc[nH]c1.c1cc[nH]c1.c1cc[nH]c1.c1cc[nH]c1.c1cc[nH]c1.c1cc[nH]c1" multiplicity=1
H 2.129 2.497 -1.754 0.114 0.370 0.149
N 3.120 2.766 -1.680 -0.074 -1.083 -0.618
C 3.774 1.992 -2.461 0.295 0.590 -0.107
C 5.320 2.203 -2.514 -0.669 -0.934 0.092
C 3.034 0.904 -3.343 0.932 0.363 0.238
C 2.806 -0.359 -2.478 -0.069 -1.452 0.362
C 3.928 -1.258 -2.202 -1.541 -0.376 0.741
C 3.790 -2.448 -1.373 -0.498 0.888 -0.333
C 5.026 -3.389 -1.146 -0.829 -0.550 0.746
C 4.747 -4.351 0.063 0.027 -0.216 0.349
C 5.051 -3.939 1.541 -0.386 0.492 -1.378
N 4.220 -5.485 -0.203 0.420 0.619 0.053
H 4.058 -6.007 0.666 0.035 0.055 -0.308
C 2.504 -2.767 -0.782 -0.501 1.589 -1.217
C 1.402 -1.891 -1.064 0.234 1.357 -0.585
C 1.521 -0.697 -1.914 0.883 -0.798 0.725
C 0.231 0.150 -2.124 0.753 -1.711 1.378
O -0.049 0.713 -3.143 -0.031 0.349 0.204
C -0.715 0.168 -0.866 -0.821 0.305 0.348
C -1.495 1.502 -0.604 1.657 0.271 -0.020
O -2.898 1.438 -0.815 0.778 0.070 -0.750
C -3.256 1.451 -2.164 -1.590 -0.479 -3.486
C -2.698 2.368 -3.154 -0.267 -0.499 0.635
C -3.054 2.401 -4.537 -0.823 -0.580 0.036
C -2.431 3.404 -5.558 -0.230 -1.151 -0.107
C -4.046 1.468 -5.038 0.318 -0.367 2.521
C -4.649 0.571 -4.085 1.293 1.113 0.384
C -4.288 0.540 -2.665 0.184 0.744 -0.616
C -5.063 -0.489 -1.796 0.128 -0.303 0.051
C -5.553 0.049 -0.395 -0.942 -0.348 -0.125
C -4.217 -1.826 -1.725 -0.220 0.475 -1.128
C -0.845 -0.905 -0.048 1.507 -0.183 -0.934
C -1.691 -0.985 1.232 -1.240 -1.383 -1.220
F -3.027 -1.003 0.847 1.376 0.248 0.815
F -1.506 -2.225 1.846 0.550 1.543 -0.760
C -1.568 0.096 2.370 -2.212 -0.321 1.537
F -2.586 1.012 2.208 1.777 -0.386 -0.316
F -1.948 -0.570 3.534 0.636 0.750 -1.156
C -0.173 0.725 2.709 1.720 -0.818 1.045
F 0.474 -0.260 3.447 -0.825 0.887 -0.959
F 0.676 0.971 1.661 -1.193 0.046 0.429
C -0.168 2.006 3.641 -1.447 -0.794 2.119
F 0.891 1.863 4.501 -0.639 0.935 -1.657
F -1.270 1.948 4.515 1.267 0.007 -1.805
C -0.244 3.420 2.941 -1.079 1.804 0.361
F -0.440 4.332 3.963 0.719 -1.252 -0.845
F -1.375 3.589 2.127 1.976 -1.189 0.947
C 0.971 3.967 2.106 -0.133 1.570 -1.425
F 0.800 5.347 2.081 0.202 -1.395 0.342
F 0.856 3.620 0.777 0.339 -0.502 1.696
C 2.415 3.770 2.680 1.162 0.754 0.196
F 2.896 2.499 2.608 -1.065 0.910 0.206
F 2.388 4.221 3.986 -0.170 -1.095 -1.185
C 3.520 4.702 1.974 0.866 -0.673 0.395
F 4.741 4.131 2.229 -1.197 0.615 -0.133
F 3.397 4.754 0.639 -0.236 0.482 1.349
F 3.513 5.907 2.582 -0.076 -0.800 -1.240
C -0.036 -2.169 -0.519 1.122 0.358 -0.190
O -0.465 -3.289 -0.551 -0.250 0.753 0.567
H 5.590 3.060 -3.184 -0.258 -0.846 0.519
H 5.794 1.245 -2.858 -0.173 1.040 0.143
H 5.657 2.408 -1.471 -0.196 0.004 -0.896
H 3.651 0.654 -4.250 -0.470 0.128 0.916
H 2.106 1.387 -3.720 0.581 -0.645 0.478
H 4.919 -1.021 -2.656 -0.900 -0.274 0.462
H 5.967 -2.820 -0.966 -0.785 -0.204 -0.249
H 5.155 -4.073 -2.026 -0.142 0.858 0.652
H 4.281 -3.176 1.841 0.791 -0.622 -0.092
H 6.060 -3.466 1.566 -0.713 -0.413 0.361
H 4.958 -4.850 2.173 0.265 0.830 -0.301
H 2.290 -3.657 -0.153 0.462 0.705 -0.644
H -1.261 1.805 0.450 -0.789 -0.261 -0.967
H -0.983 2.294 -1.218 -0.726 -0.700 0.429
H -1.923 3.076 -2.786 -0.676 -0.458 -0.524
H -1.530 3.926 -5.169 -0.820 -0.216 -0.223
H -3.208 4.101 -5.967 0.765 -0.395 0.621
H -2.110 2.774 -6.432 -0.086 0.706 0.698
H -4.358 1.412 -6.100 0.386 0.231 0.827
H -5.410 -0.148 -4.455 0.576 0.571 0.473
H -5.995 -0.761 -2.364 0.909 0.360 0.416
H -5.408 -0.738 0.393 0.119 0.942 -0.606
H -5.140 1.038 -0.098 -0.019 -0.937 -0.119
H -6.670 0.187 -0.450 1.016 -0.035 0.026
H -4.219 -2.247 -2.770 0.114 0.294 0.967
H -3.156 -1.580 -1.491 -0.826 -0.471 0.121
H -4.668 -2.606 -1.069 0.484 0.714 -0.208
C 2.096 4.536 -7.205 0.103 -0.003 -0.114
C 1.363 4.004 -6.114 -0.042 -0.102 0.114
C 1.417 2.637 -6.210 -0.053 -0.088 0.047
N 2.152 2.324 -7.321 0.048 0.083 0.053
C 2.574 3.476 -7.930 0.005 -0.023 -0.062
H 2.256 5.578 -7.432 -0.002 -0.055 0.008
H 0.852 4.561 -5.343 0.043 -0.020 -0.028
H 0.996 1.863 -5.587 -0.074 0.067 -0.062
H 2.352 1.392 -7.641 -0.030 0.083 0.021
H 3.175 3.440 -8.825 -0.040 0.032 0.038
C 8.807 -5.055 -4.696 -0.047 -0.119 -0.064
C 8.976 -4.056 -3.703 -0.006 0.083 0.100
C 8.067 -4.310 -2.710 -0.050 -0.004 0.014
N 7.351 -5.422 -3.066 0.043 0.017 0.003
C 7.801 -5.884 -4.273 -0.047 -0.011 -0.019
H 9.362 -5.155 -5.616 -0.028 -0.003 0.047
H 9.686 -3.243 -3.716 -0.029 -0.046 0.010
H 7.866 -3.798 -1.783 0.076 -0.025 -0.044
H 6.611 -5.836 -2.525 0.080 -0.014 -0.025
H 7.365 -6.760 -4.726 0.033 0.051 0.001
C -3.540 3.944 4.186 -0.541 -0.157 0.075
C -4.280 5.018 4.752 0.059 0.068 0.084
C -5.593 4.628 4.811 -0.155 0.072 0.064
N -5.680 3.366 4.301 0.106 0.018 0.019
C -4.436 2.938 3.922 0.021 -0.043 -0.043
H -2.491 3.906 3.996 -0.198 0.119 0.154
H -3.891 5.970 5.079 -0.063 0.025 -0.118
H -6.470 5.141 5.171 0.069 0.012 -0.016
H -6.527 2.831 4.216 0.077 0.043 0.009
H -4.296 1.958 3.498 -0.006 0.064 0.032
C -2.464 6.981 9.630 0.072 0.101 -0.072
C -3.112 5.850 10.188 -0.060 -0.120 0.031
C -3.517 5.056 9.145 -0.039 -0.017 -0.045
N -3.142 5.666 7.980 0.076 0.012 0.084
C -2.496 6.838 8.266 -0.032 -0.002 -0.057
H -2.024 7.807 10.167 -0.018 -0.039 -0.031
H -3.264 5.641 11.235 0.007 0.005 -0.053
H -4.038 4.112 9.131 0.021 0.051 0.019
H -3.315 5.308 7.055 -0.038 -0.047 0.072
H -2.116 7.467 7.477 -0.011 -0.008 0.058
C -3.419 -6.470 3.714 -0.130 0.007 -0.047
C -2.003 -6.556 3.711 0.150 0.028 0.025
C -1.523 -5.355 3.255 0.020 0.092 0.088
N -2.594 -4.549 2.980 -0.078 -0.019 0.173
C -3.753 -5.218 3.262 -0.012 0.020 -0.088
H -4.114 -7.238 4.016 0.030 0.045 0.001
H -1.404 -7.402 4.008 -0.026 0.042 -0.028
H -0.515 -5.005 3.102 -0.044 -0.046 -0.019
H -2.536 -3.608 2.625 -0.066 -0.278 0.109
H -4.712 -4.749 3.115 0.034 -0.046 0.012
C -1.439 -7.108 -1.917 -0.056 -0.140 -0.007
C -1.272 -6.106 -0.924 0.111 -0.071 -0.015
C -2.198 -6.349 0.057 -0.077 0.031 -0.024
N -2.919 -7.454 -0.306 0.065 0.000 -0.052
C -2.460 -7.926 -1.506 -0.071 -0.069 -0.070
H -0.873 -7.217 -2.829 -0.025 -0.009 0.042
H -0.555 -5.301 -0.931 -0.178 -0.302 -0.029
H -2.407 -5.834 0.978 -0.005 -0.037 -0.059
H -3.670 -7.856 0.227 0.092 0.056 -0.001
H -2.898 -8.800 -1.962 0.032 0.049 -0.003

***

48
Properties=species:S:1:pos:R:3:forces:R:3 method="wB97M-V/def2-TZVPD" homo_lumo_gap_ev=9.34 fmax_ev_per_a=1.16 smiles="C[N+](=O)[O-].C[N+](=O)[O-].C[N+](=O)[O-].ClC(Cl)(Cl)Cl.ClC(Cl)(Cl)Cl.ClC(Cl)(Cl)Cl.c1ccccc1" multiplicity=1
C -1.685 -2.634 -3.273 -0.028 -0.140 0.133
N -2.590 -2.191 -2.183 0.330 0.601 0.592
O -2.234 -1.237 -1.506 -0.025 -0.264 -0.341
O -3.620 -2.791 -2.016 -0.468 -0.329 -0.124
H -0.682 -2.347 -2.981 0.042 0.133 -0.194
H -2.038 -2.150 -4.179 0.159 0.084 -0.032
H -1.784 -3.710 -3.360 -0.054 -0.031 -0.016
C -4.853 2.352 1.161 0.356 0.180 -0.258
N -5.490 2.823 2.420 0.071 0.068 0.064
O -6.665 3.118 2.377 0.037 -0.039 -0.015
O -4.791 2.872 3.414 -0.091 -0.052 -0.107
H -5.117 1.309 1.015 -0.079 -0.034 0.060
H -3.779 2.471 1.249 -0.021 -0.108 0.115
H -5.212 2.953 0.332 -0.233 -0.029 0.094
C -1.096 0.058 1.302 0.925 -0.421 -0.570
N -0.859 0.889 0.080 -0.156 0.073 0.185
O -1.729 1.672 -0.234 -0.095 0.078 0.007
O 0.174 0.715 -0.529 0.025 -0.090 -0.001
H -0.127 -0.370 1.544 -0.063 0.118 0.212
H -1.726 -0.764 0.970 -0.400 0.207 0.206
H -1.476 0.675 2.103 -0.341 0.015 -0.034
Cl 2.613 0.460 2.100 -0.049 0.012 -0.021
C 3.833 1.727 2.266 0.149 -0.294 0.001
Cl 3.362 2.852 3.528 -0.026 0.051 0.138
Cl 5.380 0.966 2.685 -0.026 0.056 0.012
Cl 4.007 2.581 0.741 -0.057 0.212 -0.109
Cl -1.791 5.851 4.128 -0.090 -0.013 0.084
C -0.887 5.220 2.755 -0.031 0.027 0.118
Cl -1.283 6.152 1.318 0.026 0.125 -0.170
Cl 0.838 5.329 3.097 0.100 0.039 -0.068
Cl -1.323 3.534 2.477 -0.013 -0.124 0.038
Cl 1.224 -5.342 -0.795 0.007 -0.034 0.118
C 0.110 -4.354 0.165 -0.324 -0.016 -0.570
Cl 0.414 -2.653 -0.185 0.173 0.012 0.216
Cl -1.561 -4.722 -0.345 0.109 -0.055 0.095
Cl 0.280 -4.711 1.865 0.128 0.049 0.213
C 4.677 -1.659 -1.254 0.711 -0.277 -0.035
C 4.236 -0.352 -1.364 -0.870 0.010 0.413
C 3.037 -0.089 -2.022 0.499 0.150 -0.192
C 2.341 -1.113 -2.649 0.028 0.347 -0.094
C 2.819 -2.410 -2.573 0.213 -0.076 -0.113
C 4.008 -2.683 -1.898 -0.880 -0.120 -0.219
H 5.572 -1.898 -0.688 0.005 0.132 -0.052
H 4.714 0.461 -0.837 0.283 -0.104 -0.089
H 2.693 0.937 -2.076 -0.156 -0.085 -0.015
H 1.460 -0.855 -3.226 -0.099 -0.183 0.149
H 2.274 -3.228 -3.031 0.023 0.063 -0.088
H 4.330 -3.716 -1.890 0.277 0.078 0.264